Record 1
The following is a quantum chemistry calculation of C19H26BN7O2RuS2 as an isolated structure, from the Open Molecules 2025 dataset.

## Properties
- LUMO level: -0.2307 Ha
- Electronic energy: -2189.1277 hartree
- HOMO-LUMO gap: 7.40 eV
- HOMO energy: -13.68 eV
- Net charge: +2

Each line ends with the Löwdin charge.
Geometry (Å):
1 Ru -1.04497 1.45951 1.49024  0.811
2 C -1.26048 5.72009 0.70972  0.016
3 C -1.22826 4.33790 1.26067  -0.243
4 N -0.86830 3.29431 0.59745  -0.178
5 N -0.48357 3.49553 -0.72010  0.052
6 C -1.07345 2.70463 -1.54070  -0.648
7 N -0.79803 2.68886 -2.84688  0.152
8 S -2.36966 1.57795 -0.95941  1.081
9 C -1.70532 4.01231 2.61258  -0.205
10 C -1.98734 4.95127 3.58863  0.032
11 C -2.48535 4.52557 4.80923  -0.002
12 C -2.70521 3.17175 5.00691  -0.011
13 C -2.38352 2.28617 3.99646  -0.092
14 N -1.88408 2.68849 2.82200  -0.076
15 H -1.50461 5.69839 -0.34882  0.089
16 H -0.27890 6.19067 0.80517  0.115
17 H -1.99036 6.32896 1.23714  0.089
18 H -0.11971 3.34087 -3.21025  0.137
19 H -1.36619 2.16875 -3.49265  0.118
20 H -1.81816 6.00004 3.39239  0.129
21 H -2.70890 5.24049 5.58898  0.131
22 H -3.11802 2.79817 5.93289  0.126
23 H -2.54332 1.22436 4.11352  0.107
24 N -0.91207 -0.40667 2.73556  -0.039
25 N 0.03694 -0.29621 3.77291  -0.035
26 C 1.00665 0.63824 3.69001  -0.767
27 N 1.98942 0.59324 4.57878  0.146
28 S 0.97203 1.82636 2.47760  0.783
29 H -1.79880 -0.70418 3.13237  0.120
30 H -0.62158 -1.11823 2.06523  0.099
31 H 0.13577 -1.08862 4.39269  0.169
32 H 2.06452 -0.12499 5.28193  0.135
33 H 2.69884 1.30877 4.56568  0.124
34 C 1.94348 -3.84520 -5.09218  -0.061
35 C 1.97532 -4.30933 -3.63599  -0.558
36 C 3.44079 -4.38167 -3.18338  -0.040
37 C 1.33927 -5.70447 -3.54835  -0.033
38 C 1.20650 -3.35787 -2.71826  -0.137
39 C 1.22340 -3.57721 -1.33278  -0.005
40 C 0.55639 -2.76240 -0.42622  0.021
41 C -0.13659 -1.70267 -0.96273  -0.174
42 O -0.88812 -0.70064 -0.31374  0.070
43 B -1.38444 0.06385 -1.35992  -0.862
44 O -0.97452 -0.36404 -2.57963  0.193
45 C -0.18451 -1.48556 -2.31856  -0.148
46 C 0.47092 -2.28458 -3.22526  0.093
47 H 2.55642 -4.51461 -5.69517  0.095
48 H 2.34847 -2.83768 -5.20763  0.092
49 H 0.93417 -3.86925 -5.50733  0.090
50 H 3.99433 -5.04586 -3.84738  0.093
51 H 3.54216 -4.77270 -2.17075  0.078
52 H 3.91251 -3.39786 -3.21937  0.095
53 H 1.92048 -6.41411 -4.13822  0.095
54 H 0.31988 -5.69512 -3.93745  0.094
55 H 1.30669 -6.07201 -2.52178  0.082
56 H 1.76513 -4.42857 -0.94489  0.118
57 H 0.56678 -2.98965 0.63259  0.116
58 H 0.39910 -2.08352 -4.28353  0.129

***

Record 2
The following is a quantum chemistry calculation of a 15-piece molecular cluster, C19H26Cl42O4P overall, from the Open Molecules 2025 dataset.

## Properties
- LUMO level: 0.0477 Ha
- Electronic energy: -20709.8127 hartree
- HOMO-LUMO gap: 5.04 eV
- HOMO energy: -3.74 eV
- Net charge: -1

Each line ends with the Löwdin charge.
Geometry (Å):
1 C -1.82924 -3.12060 0.53445  -0.247
2 C -0.71614 -4.27342 1.01327  -0.188
3 C 0.10213 -3.58114 2.29653  -0.236
4 O -0.80017 -3.61625 3.45868  -0.296
5 C -0.06345 -3.53381 4.73622  -0.341
6 C 0.02754 -2.00088 5.35458  -0.247
7 P 1.66259 -1.12979 4.88994  0.614
8 O 1.63065 0.30151 5.63193  -0.481
9 O 1.83756 -0.76579 3.18572  -0.299
10 O 3.10872 -1.92517 5.44510  -0.285
11 H -1.92721 -2.29163 1.37714  0.041
12 H -2.86300 -3.66443 0.46102  -0.003
13 H -1.50766 -2.56604 -0.45462  0.010
14 H 0.03632 -4.42267 0.09896  0.083
15 H -1.24651 -5.27878 1.33106  0.110
16 H 1.12011 -4.11696 2.52931  0.021
17 H 0.23741 -2.44116 1.98427  0.079
18 H -0.71472 -4.14947 5.52489  0.107
19 H 0.98697 -4.08576 4.71700  0.009
20 H -0.82303 -1.40863 4.76281  0.036
21 H 2.32177 -1.49789 2.70174  0.044
22 H 3.21101 -2.85070 5.07454  -0.038
23 C 3.63042 -6.11760 4.67364  -1.507
24 Cl 3.81637 -5.64455 6.37102  0.539
25 Cl 2.76114 -7.65651 4.54843  0.516
26 Cl 2.78841 -4.85164 3.76371  0.622
27 H 4.62583 -6.24819 4.24147  -0.007
28 C -0.27451 0.57259 0.61917  -1.454
29 Cl -2.03216 0.79391 0.65293  0.516
30 Cl 0.14748 -0.92727 -0.22459  0.573
31 Cl 0.51270 1.96147 -0.14955  0.510
32 H 0.08340 0.50057 1.64940  0.013
33 C 0.97953 3.98885 4.97587  -1.534
34 Cl 1.23041 4.74063 3.39115  0.487
35 Cl 1.00653 5.21318 6.25644  0.492
36 Cl -0.54867 3.09253 5.00425  0.517
37 H 1.79547 3.28422 5.15584  0.015
38 C -3.00941 1.74364 -3.42470  -1.483
39 Cl -2.50922 2.00600 -5.10411  0.500
40 Cl -1.60772 1.79947 -2.34224  0.452
41 Cl -4.21767 2.94581 -2.94045  0.517
42 H -3.46204 0.75148 -3.35115  0.011
43 C 1.43098 -1.17766 -3.88731  -1.511
44 Cl 1.93117 -0.91529 -5.56673  0.515
45 Cl 2.83267 -1.12183 -2.80485  0.500
46 Cl 0.22271 0.02451 -3.40306  0.448
47 H 0.97835 -2.16981 -3.81376  0.022
48 C 6.02016 -2.34894 3.79123  -1.518
49 Cl 5.85161 -2.83984 2.09711  0.501
50 Cl 6.12747 -3.77076 4.84312  0.535
51 Cl 7.44169 -1.31197 3.99993  0.526
52 H 5.13246 -1.77745 4.07415  -0.003
53 C 2.84700 -7.39214 0.11578  -1.520
54 Cl 1.21568 -7.92590 0.55547  0.525
55 Cl 2.84492 -5.67241 -0.31094  0.522
56 Cl 3.98150 -7.70294 1.44090  0.510
57 H 3.17258 -7.96325 -0.75742  0.016
58 C -2.28971 5.38972 -6.76616  -1.541
59 Cl -3.62682 6.33421 -7.44404  0.518
60 Cl -0.93302 5.32671 -7.90414  0.519
61 Cl -1.76988 6.07157 -5.21552  0.526
62 H -2.64171 4.36953 -6.59309  -0.035
63 C -8.05364 3.22367 -0.99059  -1.535
64 Cl -9.81129 3.44500 -0.95683  0.511
65 Cl -7.63165 1.72382 -1.83435  0.503
66 Cl -7.26643 4.61255 -1.75931  0.505
67 H -7.69574 3.15166 0.03963  0.021
68 C 6.95305 -1.13872 -2.15548  -1.534
69 Cl 5.80479 -0.40499 -1.02296  0.505
70 Cl 6.82753 -2.90559 -2.11121  0.507
71 Cl 6.67698 -0.53641 -3.79883  0.508
72 H 7.96443 -0.85757 -1.85101  0.017
73 C -5.41446 -3.21839 2.31627  -1.506
74 Cl -5.64176 -3.59012 0.59883  0.514
75 Cl -6.56223 -4.13405 3.30810  0.504
76 Cl -3.74907 -3.56453 2.81255  0.624
77 H -5.60391 -2.15239 2.46592  0.020
78 C 1.13547 8.48901 -4.17233  -1.532
79 Cl 0.55653 9.96343 -4.96630  0.513
80 Cl 2.54231 7.83357 -5.02718  0.522
81 Cl 1.53279 8.81101 -2.47585  0.538
82 H 0.33591 7.74443 -4.20345  -0.030
83 C -3.60777 -1.53954 -6.81271  -1.520
84 Cl -3.25898 -3.20594 -7.30353  0.519
85 Cl -2.47658 -1.01179 -5.55515  0.503
86 Cl -3.53674 -0.45180 -8.20963  0.516
87 H -4.61991 -1.50632 -6.40147  0.021
88 C -1.06242 11.56622 -1.38710  -1.545
89 Cl -1.09733 12.69663 -2.75107  0.498
90 Cl -0.47046 12.37355 0.07487  0.515
91 Cl -2.67088 10.87688 -1.10915  0.514
92 H -0.37628 10.75156 -1.63244  -0.039

***

Record 3
The following is a quantum chemistry calculation of an isolated molecule of C19H26FN3O3S, from the Open Molecules 2025 dataset.

## Properties
- LUMO level: 0.0227 Ha
- Electronic energy: -1627.6800 hartree
- HOMO-LUMO gap: 9.42 eV
- HOMO energy: -8.80 eV
- Net charge: 0
- Structure (SMILES): CC(C)(C)OC(=O)NCCCCCc1nnc(SCc2ccccc2F)o1

Each line ends with the Löwdin charge.
Geometry (Å):
1 C -2.78616 -4.14472 0.41374  -0.020
2 C -1.83827 -2.98682 0.10340  -0.567
3 C -1.14502 -2.49151 1.37229  -0.019
4 C -0.81002 -3.40310 -0.95054  -0.017
5 O -2.56023 -1.90438 -0.53132  0.030
6 C -3.55189 -1.26904 0.11963  -0.566
7 O -3.94225 -1.49008 1.23819  0.097
8 N -4.09796 -0.34085 -0.71273  0.077
9 C -4.93121 0.72354 -0.20552  -0.183
10 C -4.11041 1.91831 0.29476  -0.178
11 C -3.29187 2.55411 -0.82742  -0.210
12 C -2.50604 3.79013 -0.38876  -0.189
13 C -1.53333 3.51713 0.76573  -0.110
14 C -0.68304 2.33245 0.51611  -0.357
15 N -0.48601 1.33678 1.30994  0.118
16 N 0.36008 0.48214 0.69630  0.031
17 C 0.63837 1.00750 -0.45721  -0.673
18 S 1.64193 0.37213 -1.70249  1.028
19 C 2.41938 -1.00978 -0.76073  -0.367
20 C 3.54079 -0.51000 0.08511  -0.234
21 C 3.34747 -0.16588 1.41839  -0.036
22 C 4.39297 0.32671 2.17943  -0.078
23 C 5.65147 0.48367 1.62271  -0.080
24 C 5.87040 0.14436 0.29876  -0.009
25 C 4.81525 -0.34278 -0.44769  -0.239
26 F 5.03423 -0.67750 -1.73836  0.061
27 O 0.01386 2.18917 -0.64494  0.083
28 H -2.21993 -4.98576 0.80425  0.089
29 H -3.52014 -3.83669 1.15312  0.079
30 H -3.30649 -4.45621 -0.48979  0.090
31 H -0.55701 -1.60026 1.16238  0.052
32 H -0.49242 -3.26858 1.76115  0.089
33 H -1.88533 -2.24048 2.12646  0.082
34 H -0.15359 -4.17021 -0.55080  0.090
35 H -0.21737 -2.54216 -1.24771  0.068
36 H -1.31428 -3.79051 -1.83209  0.087
37 H -3.61871 -0.19204 -1.58664  0.140
38 H -5.50445 0.30358 0.62354  0.121
39 H -5.61685 1.03254 -0.99898  0.120
40 H -4.78965 2.65905 0.72027  0.119
41 H -3.44828 1.56218 1.08528  0.109
42 H -2.59212 1.81664 -1.22708  0.102
43 H -3.96201 2.84343 -1.64143  0.117
44 H -3.19751 4.57360 -0.07390  0.114
45 H -1.94169 4.16321 -1.24630  0.113
46 H -2.06589 3.33831 1.69895  0.122
47 H -0.88802 4.38966 0.90092  0.126
48 H 1.63250 -1.46001 -0.16080  0.062
49 H 2.76984 -1.69512 -1.53134  0.086
50 H 2.36386 -0.28121 1.84741  0.102
51 H 4.22286 0.58935 3.21208  0.103
52 H 6.46564 0.86911 2.21689  0.104
53 H 6.83976 0.25244 -0.16142  0.117